Record 1
Formula: C39H47BBrMnN8O2S5
Source: the Open Molecules 2025 dataset
Level of theory: the ωB97M-V functional and the def2-TZVPD basis

As for the net charge: +1. The multiplicity is 6. Its expectation value of S² is 8.759. The LUMO energy (alpha / beta) is -3.401 / -3.529 eV.

Each line ends with the Löwdin spin population.
CARTESIAN COORDINATES (ANGSTROEM)
Mn  1.96  -1.21  -2.16  4.655
C  3.97  0.41  2.20  0.001
C  2.55  0.06  1.92  0.003
C  1.69  -0.47  2.83  0.000
C  0.35  -0.80  2.49  0.005
N  -0.13  -0.52  1.31  -0.002
N  0.71  0.01  0.42  0.016
B  0.14  0.59  -0.85  0.008
N  -1.10  -0.10  -1.40  0.008
N  -2.05  0.59  -0.72  0.001
C  -3.30  0.30  -0.90  0.001
C  -3.67  -0.78  -1.74  0.001
C  -2.72  -1.47  -2.42  0.002
C  -3.06  -2.63  -3.29  0.002
C  -1.34  -1.07  -2.28  0.012
S  -0.17  -1.83  -3.24  0.037
C  -4.29  1.23  -0.20  0.000
C  -5.73  0.71  -0.32  0.000
C  -4.18  2.60  -0.88  0.000
C  -3.92  1.36  1.28  0.000
N  0.18  2.07  -0.94  0.001
N  0.00  2.78  0.18  0.000
C  -0.12  4.06  0.06  0.000
C  -0.07  4.69  -1.23  0.000
C  0.16  3.97  -2.36  0.002
C  0.26  4.56  -3.73  0.001
C  0.32  2.56  -2.19  0.005
S  0.69  1.41  -3.35  0.039
C  -0.37  4.88  1.31  0.000
C  -1.75  5.54  1.20  0.000
C  0.72  5.96  1.43  0.000
C  -0.34  3.99  2.56  0.000
C  2.03  0.23  0.62  0.011
S  2.89  0.67  -0.78  0.039
C  -0.57  -1.46  3.51  0.001
C  0.10  -2.75  3.99  0.000
C  -0.77  -0.50  4.69  0.000
C  -1.92  -1.79  2.88  0.000
H  4.20  0.31  3.26  0.000
H  4.17  1.44  1.89  0.000
H  4.63  -0.24  1.63  0.000
H  2.04  -0.66  3.84  0.000
H  -4.71  -1.06  -1.84  0.000
H  -4.13  -2.82  -3.29  0.000
H  -2.53  -3.52  -2.94  0.000
H  -2.73  -2.46  -4.32  0.001
H  -6.06  0.68  -1.36  0.000
H  -6.39  1.39  0.22  0.000
H  -5.83  -0.28  0.12  0.000
H  -4.41  2.53  -1.94  0.000
H  -3.17  3.00  -0.77  0.000
H  -4.88  3.30  -0.42  0.000
H  -4.06  0.41  1.80  0.000
H  -4.57  2.10  1.75  0.000
H  -2.89  1.68  1.40  0.000
H  -0.19  5.76  -1.29  0.000
H  0.16  5.64  -3.70  0.000
H  -0.52  4.14  -4.37  0.000
H  1.21  4.30  -4.18  0.000
H  -1.82  6.20  0.33  0.000
H  -1.94  6.14  2.09  0.000
H  -2.53  4.78  1.12  0.000
H  0.71  6.65  0.59  0.000
H  1.71  5.51  1.50  0.000
H  0.56  6.55  2.34  0.000
H  -1.10  3.22  2.51  0.000
H  -0.52  4.61  3.44  0.000
H  0.63  3.50  2.67  0.000
H  1.08  -2.57  4.44  0.000
H  0.22  -3.46  3.17  0.000
H  -0.53  -3.22  4.75  0.000
H  0.17  -0.30  5.22  0.000
H  -1.47  -0.94  5.40  0.000
H  -1.18  0.46  4.35  0.000
H  -1.79  -2.43  2.00  0.000
H  -2.43  -0.88  2.57  0.000
H  -2.54  -2.30  3.61  0.000
Br  7.22  -2.73  -4.36  0.000
C  5.46  -2.15  -4.70  0.000
C  5.03  -1.91  -5.99  0.005
C  3.72  -1.49  -6.17  0.000
C  2.91  -1.33  -5.07  0.011
N  3.33  -1.57  -3.82  0.036
C  4.60  -1.97  -3.64  0.010
H  5.70  -2.05  -6.83  0.000
H  3.34  -1.29  -7.16  0.000
H  1.88  -1.00  -5.18  0.002
H  4.90  -2.16  -2.61  0.001
O  -0.67  -3.03  -0.16  0.000
S  0.46  -3.83  -0.57  0.005
O  0.29  -4.72  -1.67  0.000
N  1.80  -2.85  -0.79  0.038
C  2.81  -3.20  0.03  0.009
S  4.34  -2.57  -0.06  0.022
C  2.43  -4.25  1.01  0.001
C  3.20  -4.79  2.03  0.001
C  2.63  -5.78  2.82  0.000
C  1.33  -6.23  2.59  0.001
C  0.56  -5.70  1.57  0.000
C  1.14  -4.70  0.81  0.003
H  4.21  -4.44  2.18  0.000
H  3.21  -6.22  3.62  0.000
H  0.93  -7.01  3.22  0.000
H  -0.44  -6.04  1.38  0.000

=====

Record 2
Formula: C39H47BiF6N8O5PS3Sb
Source: the Open Molecules 2025 dataset
Level of theory: the ωB97M-V functional and the def2-TZVPD basis

As for the net charge: +1. The multiplicity is 2. Its expectation value of S² is 0.757. The LUMO energy (alpha / beta) is -2.571 / -5.626 eV.

Each line ends with the Löwdin spin population.
CARTESIAN COORDINATES (ANGSTROEM)
Bi  -0.33  -0.55  -0.30  -0.001
N  -2.08  0.83  1.33  0.002
N  -2.93  -0.12  1.88  0.009
C  -2.79  -1.47  1.54  0.002
O  -3.75  -2.21  1.78  0.005
O  -1.62  -1.83  1.10  0.011
H  -1.67  1.41  2.05  0.002
H  -2.52  1.37  0.60  0.000
H  -3.89  0.16  2.06  0.000
O  0.48  -0.59  5.35  0.080
S  1.49  -1.36  2.44  0.146
O  1.61  -2.42  3.44  0.051
N  1.04  -1.92  0.94  0.072
C  0.87  -3.29  0.65  0.000
C  1.40  -4.35  1.38  0.023
C  1.28  -5.68  0.97  -0.001
C  0.64  -6.02  -0.18  0.021
C  0.06  -5.00  -0.96  0.000
C  -0.64  -5.27  -2.16  0.002
C  -1.19  -4.26  -2.89  -0.003
C  -1.03  -2.95  -2.43  0.003
N  -0.39  -2.66  -1.32  -0.002
C  0.16  -3.65  -0.55  0.007
C  3.23  -0.95  2.06  0.061
C  4.04  -1.99  1.63  0.008
C  5.40  -1.76  1.48  0.004
C  5.94  -0.51  1.76  -0.002
C  5.11  0.52  2.19  0.001
C  3.75  0.30  2.36  0.002
H  1.89  -4.15  2.32  0.001
H  1.72  -6.46  1.59  -0.001
H  0.56  -7.05  -0.51  0.001
H  -0.73  -6.30  -2.48  0.000
H  -1.73  -4.45  -3.80  0.000
H  -1.45  -2.11  -2.97  0.000
H  3.63  -2.97  1.41  0.000
H  6.04  -2.57  1.15  0.001
H  7.00  -0.34  1.64  0.000
H  5.53  1.50  2.40  0.000
H  3.11  1.10  2.70  0.000
N  -0.41  3.88  0.41  0.000
C  0.66  3.13  0.15  0.001
S  0.99  1.76  1.13  0.004
N  1.45  3.60  -0.81  0.000
C  2.67  3.15  -1.39  0.000
C  3.41  4.05  -2.04  0.000
C  4.70  3.73  -2.64  0.000
C  5.15  2.48  -2.70  0.000
C  4.29  1.36  -2.22  0.000
C  3.07  1.70  -1.32  0.000
H  -1.08  3.54  1.08  0.000
H  -0.71  4.57  -0.26  0.000
H  1.13  4.46  -1.23  0.000
H  3.06  5.08  -2.10  0.000
H  5.30  4.55  -3.02  0.000
H  6.13  2.25  -3.11  0.000
H  4.89  0.57  -1.77  0.000
H  3.15  1.37  -0.29  0.000
C  -6.78  3.49  1.68  0.000
C  -6.17  2.40  0.84  0.000
C  -5.16  2.68  -0.08  0.000
C  -4.57  1.67  -0.82  0.000
C  -5.01  0.36  -0.66  0.000
C  -6.03  0.06  0.24  0.000
C  -6.60  1.08  0.98  0.000
S  -4.20  -0.95  -1.55  0.000
C  -4.76  -0.46  -3.19  0.000
O  -2.70  -0.67  -1.59  0.000
H  -6.57  4.48  1.27  0.000
H  -6.36  3.46  2.69  0.000
H  -7.86  3.37  1.77  0.000
H  -4.82  3.70  -0.23  0.000
H  -3.79  1.88  -1.53  0.000
H  -6.35  -0.97  0.37  0.000
H  -7.39  0.85  1.69  0.000
H  -4.30  0.50  -3.44  0.000
H  -5.85  -0.38  -3.17  0.000
H  -4.45  -1.23  -3.90  0.000
C  1.44  0.47  5.25  0.006
P  -0.76  -0.72  4.32  0.330
C  -1.99  0.30  5.21  0.076
C  -1.29  -2.41  4.69  0.050
H  1.32  1.15  6.08  0.002
H  1.33  1.02  4.31  0.001
H  2.44  0.03  5.29  0.001
H  -1.92  0.02  6.26  0.010
H  -2.99  0.11  4.83  0.001
H  -1.76  1.37  5.11  0.001
H  -1.27  -2.52  5.78  0.010
H  -0.60  -3.11  4.24  0.002
H  -2.30  -2.57  4.30  0.000
F  -1.00  2.22  -1.90  0.000
Sb  -1.21  3.33  -3.47  0.000
F  -2.96  3.76  -2.91  0.000
F  -1.81  1.80  -4.37  0.000
F  -1.33  4.42  -4.97  0.000
F  0.61  2.97  -3.83  0.000
F  -0.61  4.79  -2.36  0.000
N  4.44  -0.60  -4.92  0.000
C  3.72  -0.57  -3.79  0.000
C  3.31  0.76  -3.27  0.000
C  2.17  0.78  -2.21  0.000
N  1.87  -0.49  -1.56  0.000
C  2.52  -1.55  -1.93  0.000
C  3.42  -1.67  -3.04  0.000
H  4.63  0.25  -5.42  0.000
H  4.77  -1.46  -5.31  0.000
H  3.11  1.47  -4.08  0.000
H  1.24  1.24  -2.54  0.000
H  2.31  -2.46  -1.37  0.000
H  3.76  -2.66  -3.32  0.000

=====

One value per record, in order, for ΔE to the lowest compared entry with this formula, charge and spin: 0.0 251.1 kJ/mol.